[1]
The following is a quantum chemistry calculation of a molecular structure, C18H24N2PtTe4, from the Open Molecules 2025 dataset.

```
! wB97M-V def2-TZVPD RIJCOSX def2/J DEFGRID3
* xyz 0 1
Pt 2.7465 -2.6644 0.9074
Te 3.8262 -4.7041 -0.3698
Te 5.0831 -3.3938 1.6030
Te 3.8620 -3.7893 4.0338
Te 2.4357 -1.5731 3.2579
C -3.6429 -1.6514 -2.0045
C -3.4705 -1.9247 -0.5036
C -3.9784 -0.7192 0.3000
C -4.3040 -3.1494 -0.1288
C -1.9907 -2.1284 -0.2050
C -1.4717 -3.3029 0.3259
C -0.1160 -3.4085 0.5710
N 0.7446 -2.4202 0.3193
C 0.2715 -1.2786 -0.1992
C -1.0766 -1.1119 -0.4651
C 1.2400 -0.1837 -0.4721
C 0.9542 1.1103 -0.0539
C 1.8680 2.1284 -0.2903
C 3.0283 1.7684 -0.9688
C 3.2244 0.4526 -1.3523
N 2.3582 -0.5274 -1.1099
C 1.6538 3.5646 0.1728
C 2.7834 3.9455 1.1402
C 1.6840 4.4960 -1.0465
C 0.3165 3.7432 0.8905
H -4.6993 -1.5013 -2.2341
H -3.2794 -2.4922 -2.5976
H -3.1011 -0.7581 -2.3169
H -5.0391 -0.5600 0.0984
H -3.4460 0.1949 0.0343
H -3.8539 -0.8855 1.3714
H -5.3529 -2.9547 -0.3558
H -4.2309 -3.3760 0.9363
H -4.0005 -4.0321 -0.6943
H -2.1005 -4.1478 0.5619
H 0.3121 -4.3061 0.9951
H -1.3954 -0.1728 -0.8973
H 0.0348 1.2950 0.4836
H 3.7927 2.5001 -1.1948
H 4.1316 0.1654 -1.8724
H 3.7608 3.8794 0.6616
H 2.7888 3.2862 2.0098
H 2.6461 4.9717 1.4865
H 2.6366 4.4384 -1.5738
H 1.5389 5.5299 -0.7277
H 0.8909 4.2402 -1.7515
H 0.2543 3.1233 1.7868
H -0.5260 3.5005 0.2396
H 0.2078 4.7837 1.1993
*
```

Computed properties:
Frontier orbital gap   5.907 eV
Energy relative to the best compared isomer or geometry (same formula, charge and spin)   0.0000 eV
Largest force on an atom   0.0052 hartree/bohr
E   -54457.946 eV

***

[2]
The following is a quantum chemistry calculation of a molecular structure, C18H24N3O3PPdS2 in a non-equilibrium geometry, from the Open Molecules 2025 dataset.

```
! wB97M-V def2-TZVPD RIJCOSX def2/J DEFGRID3
* xyz 2 1
Pd 0.0073 1.9599 -0.4645
O 1.5244 5.3914 -1.8441
C 1.3426 4.2905 -1.3736
N 0.1323 3.7430 -1.1674
C -1.0866 4.4404 -1.5371
C -2.2523 3.5703 -1.1919
C -3.5611 4.0072 -1.3384
C -4.6014 3.1522 -1.0402
C -4.3153 1.8606 -0.6126
C -3.0024 1.4831 -0.4808
N -1.9833 2.3203 -0.7512
C 2.4489 3.3593 -0.9452
C 3.7734 3.7219 -1.0524
C 4.7430 2.8160 -0.6526
C 4.3460 1.5793 -0.1659
C 2.9997 1.2857 -0.0886
N 2.0631 2.1616 -0.4690
H -1.0814 4.6664 -2.6082
H -1.1392 5.4045 -1.0245
H -3.7478 5.0115 -1.6929
H -5.6262 3.4820 -1.1446
H -5.1010 1.1551 -0.3847
H -2.7328 0.4875 -0.1608
H 4.0132 4.6994 -1.4488
H 5.7922 3.0695 -0.7209
H 5.0702 0.8432 0.1532
H 2.6509 0.3353 0.2881
C -3.5601 -2.9832 1.0094
C -2.1515 -3.5110 0.9595
C -2.0375 -4.9752 0.6316
O -1.4579 -2.7432 -0.1637
P -0.1005 -2.0609 -0.0537
S 0.4956 -1.0684 -1.6121
S -0.0752 -0.1448 0.5927
O 0.7825 -3.0048 0.7648
C 2.0844 -2.7896 1.5018
C 2.2399 -4.0009 2.3840
C 3.2076 -2.6121 0.5104
H -4.0920 -3.4754 1.8234
H -4.0822 -3.1945 0.0768
H -3.5768 -1.9089 1.1953
H -1.6134 -3.2752 1.8790
H -2.5726 -5.2042 -0.2896
H -2.4821 -5.5533 1.4417
H -0.9971 -5.2799 0.5262
H 1.9308 -1.8929 2.1046
H 2.4049 -4.8954 1.7842
H 1.3629 -4.1481 3.0126
H 3.1032 -3.8557 3.0332
H 3.3792 -3.5343 -0.0451
H 4.1193 -2.3719 1.0574
H 3.0121 -1.8133 -0.2049
*
```

Computed properties:
Frontier orbital gap   4.954 eV
Energy relative to the best compared isomer or geometry (same formula, charge and spin)   0.0000 eV
Largest force on an atom   0.0442 hartree/bohr
E   -64094.015 eV